[1]
ORCA calculation (wB97M-V/def2-TZVPD) on an isolated molecule of C14H19N3O.

Last column: Mulliken charge in e.
Element x y z (Å)
C  -4.76989  -1.05971  0.06215  -0.79
C  -5.02947  0.23844  0.07265  0.12
O  -4.22644  1.28344  -0.23567  -0.40
C  -2.88625  1.02813  -0.58834  -0.57
C  -1.99439  0.80312  0.64699  -1.03
N  -0.66183  0.43954  0.26337  0.25
C  -0.15154  -0.82914  0.10153  0.92
C  -0.69287  -2.07552  0.34516  -0.71
C  0.10081  -3.18627  0.08934  -0.78
C  1.39255  -3.05141  -0.39270  -0.76
C  1.94692  -1.80100  -0.63439  -0.57
C  1.16493  -0.69150  -0.38174  0.65
N  1.40952  0.65840  -0.52339  0.23
C  0.27809  1.36842  -0.13222  0.33
N  0.04283  2.61512  -0.10572  -0.81
H  0.81338  3.19980  -0.40304  0.24
C  2.64143  1.27049  -0.94360  -1.31
C  3.49535  1.74119  0.24067  -0.21
C  4.01020  0.57880  1.07966  -1.14
H  3.18313  -0.01046  1.46898  0.31
H  4.59241  0.94865  1.92009  0.38
H  4.64591  -0.07214  0.48314  0.27
H  4.33738  2.31692  -0.14869  0.41
H  2.89394  2.40361  0.86697  0.27
H  2.39951  2.12627  -1.58508  0.43
H  3.19659  0.54458  -1.54213  0.41
H  2.95612  -1.70991  -1.00406  0.31
H  1.98402  -3.93398  -0.58306  0.38
H  -0.29954  -4.17216  0.27008  0.39
H  -1.69515  -2.19142  0.72680  0.33
H  -2.41421  0.01613  1.27720  0.56
H  -1.94057  1.73585  1.21350  0.29
H  -2.81706  0.16767  -1.26580  0.39
H  -2.53930  1.92260  -1.11097  0.35
H  -6.00791  0.61474  0.34222  0.37
H  -5.54204  -1.76029  0.31739  0.26
H  -3.81653  -1.47699  -0.20731  0.21

Atoms 1-6, force components in eV/Å:
0.26 -0.10 -0.07
-0.21 0.29 0.04
-0.20 0.03 0.16
0.51 -0.12 -0.05
-0.52 0.19 -0.05
0.18 -0.10 -0.12

molar mass = 245.3 g mol⁻¹
HOMO level = -7.5 eV
ΔE to the lowest compared entry with this formula, charge and spin = 184.0 kJ/mol
E = -21343.93026 eV
SMILES = [H]/N=c1\n(CCC)c2ccccc2n1CCOC=C

=====

[2]
ORCA calculation (wB97M-V/def2-TZVPD) on C28H24N3OS2Ti as an isolated structure.

Last column: Mulliken charge in e.
Element x y z (Å)
Ti  0.41053  0.16213  -0.14373  0.10
C  1.70809  -2.40726  3.39424  -1.53
C  1.63798  -1.68855  2.07817  0.55
N  0.64103  -0.91257  1.77160  1.03
N  -0.36650  -0.87253  2.73515  -1.00
C  -1.35509  -0.11180  2.44761  0.43
S  -1.60336  0.86434  1.02664  -0.51
S  -2.49253  0.05819  3.79795  -0.09
C  -4.10598  0.04549  2.96118  -1.31
C  -4.57259  -1.33012  2.58933  0.74
C  -4.29709  -1.85590  1.32947  -0.15
C  -4.71030  -3.13732  0.99895  -0.67
C  -5.40515  -3.90600  1.92032  -0.38
C  -5.68726  -3.38687  3.17494  -0.53
C  -5.27193  -2.10764  3.50614  -0.42
C  2.73581  -1.92846  1.11847  0.33
C  3.93632  -2.49347  1.58426  -0.55
C  4.96707  -2.83566  0.73656  -0.90
C  4.81707  -2.64437  -0.63331  -0.40
C  3.65367  -2.10239  -1.13352  -0.53
C  2.60798  -1.72472  -0.27861  0.58
O  1.52685  -1.20345  -0.83427  -0.67
H  0.83952  -2.18792  4.00198  0.41
H  1.77386  -3.48173  3.21920  0.34
H  2.60584  -2.10800  3.93460  0.35
H  -4.77306  0.49014  3.70103  0.47
H  -4.07490  0.70978  2.09843  0.48
H  -3.75813  -1.24991  0.60949  0.40
H  -4.49118  -3.53472  0.01616  0.38
H  -5.73102  -4.90453  1.65947  0.37
H  -6.23282  -3.97942  3.89809  0.36
H  -5.48948  -1.70791  4.48954  0.36
H  4.06961  -2.66896  2.64046  0.28
H  5.87740  -3.25996  1.13687  0.40
H  5.61381  -2.92281  -1.31120  0.39
H  3.50913  -1.94530  -2.19410  0.47
N  2.00504  1.63694  0.26056  -0.20
C  1.73815  3.03680  -0.01830  0.65
C  2.01399  3.96133  0.98048  -0.65
C  1.80627  5.31301  0.76412  -0.71
C  1.33117  5.73509  -0.46616  -0.71
C  1.04347  4.80566  -1.44987  -0.97
C  1.22486  3.43544  -1.25613  0.78
C  0.79767  2.48022  -2.31109  0.32
C  1.01746  2.80170  -3.65071  -0.71
C  0.51934  1.98824  -4.65785  -0.61
C  -0.22328  0.86510  -4.32870  -0.77
C  -0.42546  0.55070  -2.99135  -0.37
C  0.09282  1.32130  -1.94554  0.61
H  2.38934  1.56561  1.19794  0.26
H  2.72677  1.29763  -0.37719  0.28
H  2.39690  3.61710  1.93460  0.33
H  2.01595  6.02494  1.55057  0.39
H  1.16558  6.78681  -0.65612  0.39
H  0.62643  5.13884  -2.39080  0.50
H  1.59594  3.68040  -3.91012  0.51
H  0.70570  2.23797  -5.69443  0.38
H  -0.63836  0.23949  -5.10947  0.39
H  -1.01840  -0.33473  -2.76441  0.34

Atoms 1-6, force components in eV/Å:
0.16 0.31 -0.50
-0.05 -0.02 0.05
0.01 0.04 -0.16
0.11 -0.17 0.11
0.12 -0.02 -0.03
-0.24 0.22 0.31

molar mass = 530.5 g mol⁻¹
HOMO level (alpha / beta) = -7.8 / -8.3 eV
multiplicity = 2
E = -80731.05774 eV

=====

[3]
ORCA calculation (wB97M-V/def2-TZVPD) on C37H35CrGeI2NOP2 as an isolated structure.

Last column: Mulliken charge in e.
Element x y z (Å)
Cr  0.19670  -0.07670  0.00850  -0.51
I  0.23170  4.87630  -0.93150  0.13
C  1.86350  3.60790  -0.55900  -0.26
C  3.15530  4.07210  -0.40720  -0.21
C  4.19220  3.18820  -0.17420  -0.16
I  6.13460  3.98760  0.07550  0.20
C  3.97660  1.79690  -0.09500  1.00
C  4.96700  0.81880  0.12630  -0.80
C  4.58820  -0.50110  0.21770  -1.36
C  3.24930  -0.85330  0.08250  -0.29
N  2.27510  0.03380  -0.13590  0.74
C  2.64330  1.33940  -0.24030  -0.48
C  1.57100  2.24360  -0.48040  0.56
O  0.38160  1.75320  -0.58700  -0.22
H  3.35880  5.12910  -0.46920  0.41
H  6.00210  1.10870  0.22620  0.25
H  5.32130  -1.27470  0.39010  0.51
H  2.95760  -1.88970  0.16520  0.37
C  -3.39270  -0.13370  -1.03640  -1.46
P  -2.13190  0.43640  0.16790  1.49
C  -2.70910  2.17820  0.23500  -1.23
C  -2.63530  -0.21740  1.80160  -0.07
C  -3.90980  -0.72830  2.01280  -0.58
C  -4.24240  -1.34430  3.20760  -0.86
C  -3.30300  -1.43520  4.21920  -0.83
C  -2.03900  -0.89990  4.03750  -0.68
C  -1.68830  -0.28310  2.84110  -0.08
P  0.02040  0.30150  2.53230  2.26
C  0.97980  -0.00980  4.07090  -1.68
C  -0.08770  2.12790  2.75690  -1.07
H  -4.32430  0.42060  -0.91900  0.48
H  -3.57610  -1.20010  -0.94020  0.13
H  -2.98180  0.08160  -2.02560  0.49
H  -3.74790  2.17870  0.56870  0.45
H  -2.65290  2.59440  -0.77100  0.39
H  -2.12320  2.80660  0.89610  0.33
H  -4.64880  -0.65760  1.22970  0.38
H  -5.23110  -1.75780  3.34550  0.44
H  -3.54680  -1.92960  5.14740  0.43
H  -1.31170  -0.97200  4.83140  0.39
H  0.53270  0.48070  4.93620  0.48
H  1.96040  0.43690  3.89470  0.50
H  1.12240  -1.06790  4.26680  0.29
H  -0.74490  2.36600  3.59400  0.40
H  -0.43650  2.62040  1.85250  -0.05
H  0.91870  2.48520  2.97930  0.49
C  -4.31210  -4.50410  0.77700  -0.66
C  -4.04040  -3.90390  -0.44270  -0.57
C  -2.78740  -3.36920  -0.68450  -1.09
C  -1.78010  -3.43490  0.27620  0.41
C  -2.06000  -4.05980  1.48660  -0.36
C  -3.31230  -4.59320  1.73210  -0.76
Ge  -0.00560  -2.61170  -0.13760  1.19
C  0.52240  -3.27000  -1.94840  -0.11
C  1.64610  -2.74000  -2.57630  -0.02
C  2.05290  -3.20910  -3.81340  -0.78
C  1.31090  -4.18390  -4.46330  -0.58
C  0.18450  -4.71020  -3.85200  -0.71
C  -0.20430  -4.26400  -2.59970  -0.26
C  1.25780  -3.39890  1.19320  -0.12
C  2.37680  -4.13460  0.81580  0.02
C  3.22720  -4.65640  1.77520  -0.80
C  2.96370  -4.46830  3.12180  -0.75
C  1.85120  -3.73650  3.50860  -1.11
C  1.02430  -3.18360  2.54670  0.00
H  -5.29290  -4.90660  0.98080  0.43
H  -4.80540  -3.84680  -1.20390  0.45
H  -2.56920  -2.90660  -1.63920  0.84
H  -1.28950  -4.16290  2.23610  0.36
H  -3.50290  -5.08550  2.67420  0.46
H  2.20990  -1.94450  -2.10170  0.13
H  2.94200  -2.80290  -4.27330  0.43
H  1.60660  -4.52060  -5.44660  0.39
H  -0.39520  -5.47000  -4.35720  0.42
H  -1.07390  -4.69590  -2.12400  0.43
H  2.57820  -4.30750  -0.23390  0.50
H  4.09810  -5.21550  1.46640  0.46
H  3.62450  -4.88860  3.86500  0.42
H  1.63110  -3.60080  4.55820  0.50
H  0.17000  -2.58070  2.83990  0.74

Atoms 1-6, force components in eV/Å:
-0.08 -1.66 0.12
0.67 -0.26 0.15
-0.60 1.73 -0.34
-0.39 0.26 -0.08
1.25 0.77 0.09
-0.83 -0.28 -0.12

molar mass = 950.1 g mol⁻¹
HOMO level (alpha / beta) = -9.4 / -9.3 eV
multiplicity = 6
E = -162185.67524 eV
total charge = +1

=====

[4]
ORCA calculation (wB97M-V/def2-TZVPD) on a 2-piece molecular cluster, C3H9NO2 overall.

Last column: Mulliken charge in e.
Element x y z (Å)
C  0.44356  -1.22716  -2.10246  -0.93
C  -0.93928  -1.13068  -1.55541  0.64
N  -0.92632  -0.45616  -0.40004  -0.11
C  0.27360  0.29993  0.12456  -0.92
O  -1.85606  -1.65458  -2.22738  -0.65
H  1.02428  -1.60523  -1.16074  0.23
H  0.43677  -1.84367  -2.93223  0.33
H  0.98761  -0.29786  -2.44398  0.24
H  -1.79677  -0.32040  0.06208  0.25
H  0.52685  1.16116  -0.38984  0.34
H  1.07368  -0.37291  0.46868  0.35
H  -0.07227  0.69550  1.10746  0.22
H  0.52011  1.83897  3.08584  0.35
H  -0.23667  2.69504  4.35119  0.32
O  0.54090  2.21805  4.01225  -0.67

Atoms 1-6, force components in eV/Å:
2.29 1.03 2.50
-0.09 -0.48 -3.30
0.45 0.93 0.88
-2.54 -2.15 3.01
0.78 1.25 2.52
-0.35 0.13 -2.29

molar mass = 91.1 g mol⁻¹
HOMO level = -9.6 eV
ΔE to the lowest compared entry with this formula, charge and spin = 172.3 kJ/mol
E = -8841.16952 eV
SMILES = CNC(C)=O.O

=====

[5]
ORCA calculation (wB97M-V/def2-TZVPD) on C26H43Cl2N2OPTi as an isolated structure.

Last column: Mulliken charge in e.
Element x y z (Å)
P  0.14998  -0.94253  -0.34868  1.11
C  1.66920  -0.32258  -1.35305  0.25
C  1.88573  -0.78774  -2.80330  -0.15
C  3.23834  -0.35761  -3.36866  -1.01
C  3.58477  1.11575  -3.12065  -0.65
C  3.18401  1.65828  -1.74321  -0.94
C  1.78890  1.20407  -1.28464  0.07
C  -1.26108  -0.06113  -1.24359  0.72
C  -1.06266  0.04516  -2.74368  -0.53
C  -2.31876  0.52719  -3.45702  -1.25
C  -2.85965  1.82626  -2.85754  -0.73
C  -2.82639  1.90195  -1.31939  -0.97
C  -1.55722  1.32860  -0.66620  -0.28
C  -0.03213  -2.58918  -1.22930  -0.39
C  1.17220  -3.48799  -0.90698  -0.92
C  1.08380  -4.83883  -1.63939  -0.80
C  -0.26127  -5.55723  -1.46133  -0.77
C  -1.47570  -4.63599  -1.64299  -0.77
C  -1.36682  -3.27894  -0.91780  -0.61
H  2.46118  -0.77118  -0.72725  0.83
H  1.13163  -0.35404  -3.46876  0.08
H  1.79396  -1.87610  -2.90153  0.00
H  3.23090  -0.54293  -4.45115  0.37
H  4.02392  -1.00430  -2.96034  0.39
H  4.66569  1.25024  -3.26026  0.37
H  3.07784  1.71569  -3.89061  0.30
H  3.92052  1.33372  -0.99655  0.36
H  3.22347  2.75644  -1.76324  0.39
H  1.62356  1.56258  -0.25887  -0.92
H  1.03803  1.68458  -1.93089  0.28
H  -2.11476  -0.72331  -1.02941  0.54
H  -3.07846  -0.26404  -3.42289  0.41
H  -0.75607  -0.91017  -3.18391  0.22
H  -0.27410  0.78169  -2.93867  -0.02
H  -2.07662  0.67892  -4.51724  0.41
H  -3.89127  1.97079  -3.20174  0.40
H  -2.26299  2.65516  -3.26729  0.27
H  -2.96002  2.94804  -1.01261  0.41
H  -3.69094  1.34428  -0.93206  0.36
H  -1.69367  1.28148  0.42550  -0.05
H  -0.71200  2.00883  -0.85025  0.12
H  -0.03059  -2.39633  -2.31317  0.06
H  2.12286  -3.00185  -1.18320  0.32
H  1.20077  -3.66087  0.17716  0.43
H  1.25844  -4.67073  -2.71176  0.32
H  1.89806  -5.48736  -1.28947  0.41
H  -0.29696  -6.02345  -0.46587  0.32
H  -0.32595  -6.37751  -2.18692  0.35
H  -2.38368  -5.14977  -1.29983  0.42
H  -1.61486  -4.44100  -2.71566  0.34
H  -2.21767  -2.65411  -1.23631  0.12
H  -1.45426  -3.42007  0.16751  0.32
Ti  -0.07304  -0.04409  3.07571  -0.11
Cl  -1.98192  -0.83923  2.19924  -0.47
Cl  1.93548  0.18854  2.12196  -0.42
C  -0.56960  1.64570  3.87891  -0.38
H  -1.04275  1.53322  4.87549  0.23
C  -0.58282  3.01512  3.40038  0.68
C  -1.22302  4.06208  4.13654  -0.57
C  -1.27790  5.35174  3.62907  -0.51
C  -0.69761  5.65219  2.37885  -0.48
C  -0.03491  4.64691  1.65545  -0.52
C  0.02698  3.35215  2.16198  0.55
H  -1.67593  3.81423  5.10176  0.31
H  -1.77932  6.12967  4.20561  0.36
H  0.43458  4.87402  0.69657  0.41
H  0.56776  2.56590  1.62600  -0.09
H  -0.75670  6.66234  1.97904  0.36
N  1.28447  -0.54537  6.77204  -0.41
C  0.14710  -0.74987  6.08899  0.78
N  -0.97554  -0.92687  6.80442  -0.37
O  0.15087  -0.86234  4.81283  -0.52
H  1.25375  -0.27216  7.74622  0.19
H  2.13546  -0.41296  6.24567  0.25
H  -1.83695  -1.14041  6.32034  0.25
H  -0.99962  -0.69141  7.79191  0.18

Atoms 1-6, force components in eV/Å:
0.03 0.15 -1.95
-0.38 -0.29 0.51
-0.10 0.11 -0.32
0.33 -0.21 0.20
-0.17 0.13 -0.19
0.08 -0.07 0.16

molar mass = 549.4 g mol⁻¹
HOMO level (alpha / beta) = -6.6 / -7.0 eV
E = -90140.04474 eV

=====

Question: Which formula does entry 2 have?
Answer: C28H24N3OS2Ti

=====

Question: What is the E in the fourth record?
Answer: -8841.16952 eV